{"formula": "C2H4N4OS", "method": "wB97M-V/def2-TZVPD", "species": ["C", "C", "H", "H", "H", "H", "N", "N", "N", "N", "O", "S"], "xyz": [[-1.4518, -0.0651, -0.0857], [1.3658, 0.0325, 0.0565], [-1.2923, 1.9025, -0.2830], [1.0079, 1.9823, 0.0133], [1.2368, -1.9283, -0.3222], [-1.0211, -1.6996, 0.8207], [-0.7261, 1.0553, -0.3916], [0.5550, 1.1462, 0.2855], [0.6573, -1.0792, -0.2131], [-0.7130, -1.2533, -0.0381], [-2.6239, -0.0533, 0.1545], [3.0054, -0.0400, 0.0033]], "forces_ev_per_a": [[0.2, -0.2, 0.2], [-0.7, 0.2, -0.2], [0.4, -0.5, 0.2], [0.6, 0.9, -0.2], [-0.8, 0.8, -0.1], [0.5, -0.4, 0.1], [0.3, 0.7, -0.3], [-0.2, -1.3, -0.1], [0.9, -1.5, 0.2], [-0.5, 0.9, 0.2], [-0.9, 0.0, -0.1], [0.2, 0.6, 0.2]], "nbo_charge": [0.75, 0.23, 0.41, 0.40, 0.43, 0.39, -0.49, -0.45, -0.45, -0.46, -0.58, -0.19], "total_charge": 0, "multiplicity": 1, "lumo_ev": 0.6, "de_lowest_kj_mol": 35.8, "smiles": "O=C1NNC(=S)NN1", "gap_ev": 9.45, "e_tot_ha": -771.02445, "e_homo_ha": -0.3241}